# C2H3NP2

A single C2H3NP2 molecule (ωB97M-V with the def2-TZVPD basis set, OMol25).

Structure (XYZ):
```
8
Properties=species:S:1:pos:R:3:forces:R:3:mulliken_charge:R:1
H -2.136842 -1.738207 0.821470 -0.5 -0.3 -0.1 0.090
C 1.822796 0.622591 -0.270904 0.6 0.4 -0.3 -0.981
N -0.241319 -0.631285 0.391754 1.0 0.0 -0.1 -0.230
H 2.021953 1.613630 0.100244 -0.1 0.1 0.1 0.243
H 2.570373 0.163299 -0.893624 0.0 -0.2 -0.1 0.237
P -1.811777 -0.856329 -0.210625 -0.5 0.7 0.4 0.020
P -2.947907 0.827735 0.049134 0.0 -0.3 -0.3 -0.012
C 0.722724 -0.001436 0.012549 -0.6 -0.4 0.3 0.632
```
Forces are in eV/Å.

Results
Net charge: 0
Multiplicity: 1
HOMO energy (alpha / beta) (eV): -8.21 / -8.46
LUMO (alpha / beta) (eV): -1.77 / -1.86
Strongest force on any atom (eV/A): 1.0
Relative energy (zero: lowest compared OMol25 entry of this formula, charge and spin) (eV): 2.328
E_tot (Eh): -815.34010


# C2H3NS

2 unconnected molecules or ions with the total composition C2H3NS at a distorted geometry (ωB97M-V with the def2-TZVPD basis set, OMol25).

Structure (XYZ):
```
7
Properties=species:S:1:pos:R:3:forces:R:3:mulliken_charge:R:1
H -0.525546 0.432739 0.697186 0.2 0.4 -0.4 0.182
C 0.655869 0.845962 -1.602701 3.2 -1.9 2.4 0.083
N 1.447402 0.336236 -0.942603 -0.5 0.4 -0.7 -0.365
S -1.432183 -1.135641 2.189019 0.3 0.5 -0.7 -0.172
H -0.015273 1.296681 -2.177352 -2.5 1.6 -2.1 0.319
C -0.426128 -0.571328 1.036814 -4.1 1.2 3.2 -0.378
H 0.295858 -1.204650 0.799637 3.4 -2.2 -1.7 0.331
```
Forces are in eV/Å.

Results
Net charge: 0
Multiplicity: 1
HOMO energy (eV): -8.77
LUMO (eV): -0.32
Strongest force on any atom (eV/A): 5.3
Relative energy (zero: lowest compared OMol25 entry of this formula, charge and spin) (eV): 2.001
E_tot (Eh): -530.86115


# C2H3NS

2 unconnected molecules or ions with the total composition C2H3NS at a distorted geometry (ωB97M-V with the def2-TZVPD basis set, OMol25).

Structure (XYZ):
```
7
Properties=species:S:1:pos:R:3:forces:R:3:mulliken_charge:R:1
S 1.390027 1.740219 -2.056225 0.6 2.0 -2.6 -0.296
C -1.175413 -0.577594 0.290837 -3.5 -2.5 5.3 0.090
C 0.994983 0.671344 -1.042327 0.6 -3.3 4.5 -0.256
H 1.327447 -0.323009 -0.674476 0.9 -0.6 -2.6 0.287
N -1.722511 -1.005067 1.331570 3.2 2.5 -5.9 -0.353
H 0.554537 0.738509 -0.077877 -1.6 2.3 0.5 0.260
H -1.369071 -1.244402 2.228499 -0.1 -0.3 0.8 0.268
```
Forces are in eV/Å.

Results
Net charge: 0
Multiplicity: 1
HOMO energy (eV): -8.43
LUMO (eV): 0.00
Strongest force on any atom (eV/A): 7.2
Relative energy (zero: lowest compared OMol25 entry of this formula, charge and spin) (eV): 3.669
E_tot (Eh): -530.79986


# C2H3NS

A single C2H3NS molecule at a distorted geometry (ωB97M-V with the def2-TZVPD basis set, OMol25).

Structure (XYZ):
```
7
Properties=species:S:1:pos:R:3:forces:R:3:mulliken_charge:R:1
C 0.716626 0.536411 0.454930 0.9 1.7 4.5 -0.204
C -0.368767 0.031715 -0.285645 0.2 2.3 -5.4 0.131
H -1.638556 -1.330396 -0.402780 -0.4 0.5 0.2 0.271
H 0.622942 0.836122 1.613119 -0.3 -0.7 -2.7 0.263
N -1.125257 -0.744519 0.261034 -2.4 -3.2 1.4 -0.511
S 2.149969 0.367265 -0.156297 2.0 0.2 -0.8 -0.217
H -0.356959 0.303401 -1.484360 0.1 -0.8 2.8 0.268
```
Forces are in eV/Å.

Results
Net charge: 0
Multiplicity: 1
HOMO energy (eV): -9.11
LUMO (eV): -0.68
Strongest force on any atom (eV/A): 5.9
Relative energy (zero: lowest compared OMol25 entry of this formula, charge and spin) (eV): 1.780
E_tot (Eh): -530.86928


# C2H3NS2

2 unconnected molecules or ions with the total composition C2H3NS2 at a distorted geometry (ωB97M-V with the def2-TZVPD basis set, OMol25).

Structure (XYZ):
```
8
Properties=species:S:1:pos:R:3:forces:R:3:mulliken_charge:R:1
H -3.054345 0.300672 -0.221275 3.3 -1.4 0.1 0.257
S 0.533630 -0.584840 -0.260892 2.4 -0.7 0.6 0.087
H 1.803261 1.453405 0.339023 0.8 -1.2 0.1 0.305
H -2.135150 -1.444825 0.766277 1.2 3.7 -3.0 0.225
N -0.774891 0.429185 -0.460065 -6.2 -3.1 2.3 -0.283
S 3.493447 -0.274880 -0.222755 0.5 -0.1 0.5 -0.209
C 2.092027 0.377463 0.126737 -3.2 1.0 -1.4 -0.142
C -1.957982 -0.256180 -0.067049 1.3 1.8 0.8 -0.241
```
Forces are in eV/Å.

Results
Net charge: 0
Multiplicity: 1
HOMO energy (eV): -8.77
LUMO (eV): -0.77
Strongest force on any atom (eV/A): 7.2
Relative energy (zero: lowest compared OMol25 entry of this formula, charge and spin) (eV): 3.939
E_tot (Eh): -928.97258


# C2H3NS2

2 unconnected molecules or ions with the total composition C2H3NS2 at a distorted geometry (ωB97M-V with the def2-TZVPD basis set, OMol25).

Structure (XYZ):
```
8
Properties=species:S:1:pos:R:3:forces:R:3:mulliken_charge:R:1
H 0.481136 -0.288050 -2.600973 0.1 -0.1 -0.1 0.325
N 1.336194 -0.419845 -2.078317 -0.2 -0.8 -1.1 -0.378
C -1.235982 0.107024 1.421962 -0.8 -6.8 0.3 -0.463
H -1.111920 -0.770654 2.161627 0.2 2.0 -0.5 0.234
C 1.568837 0.026956 -1.007911 -0.2 1.4 1.2 0.380
H -1.085822 1.041238 1.709323 0.7 4.2 1.0 0.401
S -1.780898 -0.473211 0.042338 -0.3 0.5 -0.9 -0.190
S 1.828453 0.776541 0.351952 0.4 -0.4 0.0 -0.308
```
Forces are in eV/Å.

Results
Net charge: 0
Multiplicity: 1
HOMO energy (eV): -8.89
LUMO (eV): -0.44
Strongest force on any atom (eV/A): 6.8
Relative energy (zero: lowest compared OMol25 entry of this formula, charge and spin) (eV): 1.372
E_tot (Eh): -929.06692


# C2H3NS3

A molecular structure, C2H3NS3 at a distorted geometry (ωB97M-V with the def2-TZVPD basis set, OMol25).

Structure (XYZ):
```
9
Properties=species:S:1:pos:R:3:forces:R:3:mulliken_charge:R:1
H 2.361512 -2.262171 0.801076 -0.2 0.5 0.1 0.151
H -2.347639 1.517087 -0.276176 -2.5 0.9 -0.3 0.351
H -1.912670 -0.983860 -0.203234 0.6 1.6 0.0 0.319
C -1.114334 -0.167860 -0.165495 0.4 -1.9 0.1 0.064
C -1.365971 1.236321 -0.242912 3.4 0.7 1.0 -0.288
S -0.154651 2.380789 0.006763 -1.8 -1.4 -0.7 -0.203
S 1.550345 0.308635 0.008615 -2.0 -2.1 0.7 0.181
S 2.945737 -1.295301 0.062126 0.1 -0.2 -0.3 -0.275
N 0.037667 -0.733641 0.009234 2.1 1.8 -0.6 -0.299
```
Forces are in eV/Å.

Results
Net charge: 0
Multiplicity: 1
HOMO energy (eV): -8.59
LUMO (eV): -1.75
Strongest force on any atom (eV/A): 3.6
Relative energy (zero: lowest compared OMol25 entry of this formula, charge and spin) (eV): 2.000
E_tot (Eh): -1327.24316


# C2H3NS3

2 unconnected molecules or ions with the total composition C2H3NS3 at a distorted geometry (ωB97M-V with the def2-TZVPD basis set, OMol25).

Structure (XYZ):
```
9
Properties=species:S:1:pos:R:3:forces:R:3:mulliken_charge:R:1
S -1.043477 -1.134688 2.244421 0.6 -0.4 1.2 -0.382
H 1.373294 -0.351595 1.666495 0.6 1.5 -1.3 0.121
S 0.906399 0.556398 -2.086500 2.0 -0.1 0.5 -0.143
N -2.294537 -0.286280 -0.030633 -0.5 0.0 0.0 -0.378
S 1.940473 0.451740 0.601658 -0.9 -1.6 0.8 -0.107
H -2.196858 0.470507 -0.678984 0.1 0.0 0.0 0.336
C -1.679191 -0.578665 0.946144 -0.7 0.2 -1.0 0.509
C 0.611858 0.322172 -0.451342 0.8 0.2 -0.3 -0.078
H 2.382040 0.550411 -2.211259 -1.9 0.3 0.1 0.123
```
Forces are in eV/Å.

Results
Net charge: 0
Multiplicity: 1
HOMO energy (eV): -8.88
LUMO (eV): -0.35
Strongest force on any atom (eV/A): 2.1
Relative energy (zero: lowest compared OMol25 entry of this formula, charge and spin) (eV): 2.713
E_tot (Eh): -1327.21695


# C2H3NdO2

A molecular structure, C2H3NdO2 at a distorted geometry (ωB97M-V with the def2-TZVPD basis set, OMol25).

Structure (XYZ):
```
8
Properties=species:S:1:pos:R:3:forces:R:3:mulliken_spin:R:1
C 0.494370 0.092162 0.635952 1.9 3.2 -1.5 -0.048
H 1.029227 -1.815370 0.343125 0.5 -0.1 0.4 0.001
H -0.374062 2.006548 0.513299 0.4 0.0 -0.8 -0.001
O 0.347393 -1.189372 0.083737 -1.1 -0.8 -1.2 -0.013
O -1.190208 0.689917 -0.884915 -0.9 -3.4 -0.8 -0.054
H 1.508558 0.620233 0.625847 -0.6 -1.6 1.3 0.000
C -0.276031 1.029651 0.023570 -1.1 -0.3 1.7 0.013
Nd -1.539246 -1.433769 -1.340615 0.8 3.1 0.8 3.102
```
Forces are in eV/Å.

Results
Net charge: +2
Multiplicity: 4
HOMO energy (alpha / beta) (eV): -17.31 / -17.46
LUMO (alpha / beta) (eV): -11.50 / -10.62
Strongest force on any atom (eV/A): 4.0
E_tot (Eh): -789.15902


# C2H3O2

A gas-phase ion, C2H3O2 (charge -1) at a distorted geometry (ωB97M-V with the def2-TZVPD basis set, OMol25).

Structure (XYZ):
```
7
Properties=species:S:1:pos:R:3:forces:R:3:mulliken_charge:R:1
O -0.641044 0.425274 -1.640843 0.2 -0.3 0.2 -0.724
C -0.007396 0.182790 0.642248 1.0 1.0 -0.7 -0.754
O 0.549407 -1.413242 -1.073642 -0.1 0.1 0.1 -0.722
H -0.219010 1.243170 0.532424 -0.5 0.2 0.4 0.253
H -0.669873 -0.286341 1.361927 -0.1 -0.2 -0.1 0.203
C -0.038715 -0.333182 -0.838515 -0.2 -0.2 0.1 0.524
H 1.026630 0.181531 1.016401 -0.2 -0.5 0.1 0.220
```
Forces are in eV/Å.

Results
Net charge: -1
Multiplicity: 1
HOMO energy (eV): -3.66
LUMO (eV): 4.77
Strongest force on any atom (eV/A): 1.5
Relative energy (zero: lowest compared OMol25 entry of this formula, charge and spin) (eV): 0.099
E_tot (Eh): -228.54086